Entry from OMol25: C7H17N3OS in the gas phase in a non-equilibrium geometry (ωB97M-V/def2-TZVPD).

## Properties
LUMO level (spin up / spin down) = 0.01740 / -0.14143 hartree
frontier orbital gap (spin up / spin down) = 3.3 / 6.3 eV
net charge = 0
spin multiplicity = 3
<S²> = 2.0119
E_tot = -24877.8968 eV

Last columns: bonded neighbours and bond lengths (Å).
Positions of all 29 atoms, in Å:
1 C 0.84 0.91 1.51  C3 1.556, N10 1.534, H13 1.094, H14 1.076
2 C 2.09 0.19 -0.46  C4 1.511, N10 1.470, H15 1.111, H16 1.091
3 C 0.99 2.32 0.87  C1 1.556, O11 1.407, H17 1.046, H18 1.079
4 C 2.27 1.61 -0.96  C2 1.511, O11 1.421, H19 1.072, H20 1.109
5 C -2.76 -1.59 0.51  C7 1.488, H21 1.092, H22 1.101, H23 1.103
6 C -1.78 0.07 -1.40  C7 1.619, H24 1.048, H25 1.079, H26 1.163
7 C -1.76 -0.57 0.08  C5 1.488, C6 1.619, S12 1.781, H27 1.125
8 N -0.01 -1.93 -1.23  S12 1.511, H28 1.038
9 N -0.13 -2.13 1.43  S12 1.519, H29 0.996
10 N 0.81 0.04 0.25  C1 1.534, C2 1.470, S12 1.656
11 O 2.21 2.46 0.18  C3 1.407, C4 1.421
12 S -0.14 -1.31 0.15  C7 1.781, N8 1.511, N9 1.519, N10 1.656
13 H 1.66 0.83 2.23  C1 1.094
14 H -0.07 0.81 2.07  C1 1.076
15 H 2.12 -0.45 -1.36  C2 1.111
16 H 2.92 -0.17 0.15  C2 1.091
17 H 0.23 2.43 0.16  C3 1.046
18 H 0.96 3.17 1.53  C3 1.079
19 H 3.19 1.79 -1.46  C4 1.072
20 H 1.41 1.74 -1.65  C4 1.109
21 H -3.70 -1.32 0.01  C5 1.092
22 H -2.43 -2.57 0.13  C5 1.101
23 H -2.75 -1.55 1.61  C5 1.103
24 H -1.97 -0.68 -2.11  C6 1.048
25 H -0.78 0.32 -1.70  C6 1.079
26 H -2.57 0.91 -1.53  C6 1.163
27 H -1.93 0.30 0.77  C7 1.125
28 H 0.79 -2.60 -1.28  N8 1.038
29 H 0.28 -3.04 1.51  N9 0.996

Which charges does Löwdin predict for the atoms? In e, they are: atom 1 (C): -0.106, atom 2 (C): -0.202, atom 3 (C): -0.191, atom 4 (C): -0.176, atom 5 (C): -0.133, atom 6 (C): -0.097, atom 7 (C): -0.485, atom 8 (N): -0.148, atom 9 (N): -0.001, atom 10 (N): -0.224, atom 11 (O): -0.122, atom 12 (S): 0.409, atom 13 (H): 0.124, atom 14 (H): 0.097, atom 15 (H): 0.114, atom 16 (H): 0.111, atom 17 (H): 0.099, atom 18 (H): 0.130, atom 19 (H): 0.128, atom 20 (H): 0.130, atom 21 (H): 0.093, atom 22 (H): 0.075, atom 23 (H): 0.084, atom 24 (H): 0.036, atom 25 (H): 0.030, atom 26 (H): 0.116, atom 27 (H): 0.127, atom 28 (H): 0.012, atom 29 (H): -0.030



Entry from OMol25: a 3-piece molecular cluster, C7H17NO overall in a non-equilibrium geometry (ωB97M-V/def2-TZVPD).

## Properties
LUMO level = 0.02576 hartree
frontier orbital gap = 7.4 eV
net charge = 0
relative energy (zero: lowest compared OMol25 entry of this formula, charge and spin) = 96.4 kcal/mol
spin multiplicity = 1
E_tot = -11068.9590 eV

Last columns: bonded neighbours and bond lengths (Å).
Positions of all 26 atoms, in Å:
1 C 0.62 -0.24 -0.36  C2 1.422, C4 1.507, O9 1.382
2 C -0.40 0.71 -0.05  C1 1.422, C5 1.512, C7 1.508
3 C 1.00 -0.61 1.64  N8 1.418, H13 1.087, H14 1.086
4 C 0.29 -1.58 -0.96  C1 1.507, H15 1.085, H16 1.090, H17 1.093
5 C 0.02 2.07 0.47  C2 1.512, H19 1.092, H20 1.090, H21 1.086
6 C -0.80 1.09 -2.09  H22 1.087, H23 1.088, H24 1.087
7 C -1.73 0.25 0.49  C2 1.508, H18 1.092, H25 1.087, H26 1.090
8 N 0.91 -1.95 2.09  C3 1.418, H11 1.012, H12 1.012
9 O 1.80 0.31 -0.82  C1 1.382, H10 0.963
10 H 2.32 -0.35 -1.28  O9 0.963
11 H 1.42 -2.61 1.52  N8 1.012
12 H -0.04 -2.26 2.22  N8 1.012
13 H 2.04 -0.30 1.58  C3 1.087
14 H 0.50 0.04 2.36  C3 1.086
15 H -0.64 -2.00 -0.58  C4 1.085
16 H 0.23 -1.50 -2.05  C4 1.090
17 H 1.10 -2.29 -0.74  C4 1.093
18 H -1.75 0.30 1.58  C7 1.092
19 H 0.06 2.08 1.56  C5 1.092
20 H -0.74 2.80 0.19  C5 1.090
21 H 0.98 2.36 0.07  C5 1.086
22 H -1.39 1.99 -2.01  C6 1.087
23 H -1.40 0.27 -2.50  C6 1.088
24 H 0.11 1.27 -2.65  C6 1.087
25 H -2.01 -0.75 0.18  C7 1.087
26 H -2.51 0.92 0.13  C7 1.090

Which charges does Löwdin predict for the atoms? In e, they are: atom 1 (C): -0.484, atom 2 (C): -0.406, atom 3 (C): -0.144, atom 4 (C): -0.031, atom 5 (C): -0.052, atom 6 (C): 0.012, atom 7 (C): -0.055, atom 8 (N): -0.025, atom 9 (O): 0.001, atom 10 (H): 0.108, atom 11 (H): 0.061, atom 12 (H): 0.068, atom 13 (H): 0.081, atom 14 (H): 0.075, atom 15 (H): 0.075, atom 16 (H): 0.086, atom 17 (H): 0.080, atom 18 (H): 0.083, atom 19 (H): 0.079, atom 20 (H): 0.082, atom 21 (H): 0.086, atom 22 (H): 0.016, atom 23 (H): 0.021, atom 24 (H): 0.025, atom 25 (H): 0.071, atom 26 (H): 0.086